Entry from the OMol25 dataset: C16H27Be2Br2Cl4F3N4NaO14P3S2 as an isolated structure (wB97M-V/def2-TZVPD).

Geometry as XYZ:
```
78
Properties=species:S:1:pos:R:3:forces:R:3
C 3.092507 -0.563146 3.825777 0.164 -0.289 -1.209
C 3.483968 -1.132486 2.433339 -0.318 -0.399 1.007
C 2.280432 -1.221542 1.473409 1.873 0.129 -0.485
C 2.082291 -0.016859 0.567801 -0.124 0.139 -0.370
N 1.468148 1.159487 1.257459 -0.973 -0.253 -0.207
C 0.250779 0.752603 1.908448 0.253 -0.489 0.033
C 0.001295 1.091079 3.187899 -0.208 -0.316 0.753
P 0.848824 2.501183 3.971099 0.696 -0.537 0.051
P 0.122128 4.253477 2.870034 -2.943 2.395 -0.336
O 0.168349 5.375018 3.818207 1.588 -0.489 0.687
O -1.315399 3.992918 2.356076 1.891 -1.562 0.197
O 1.071404 4.577679 1.574437 0.185 -1.450 0.893
C -1.050173 0.213114 3.876315 -1.786 0.728 -0.549
O -0.845765 -0.223171 4.991094 0.809 0.066 0.001
C -2.329033 -0.023258 3.106031 0.897 0.817 0.631
P -3.916024 -0.537136 3.925572 -1.819 -1.406 -0.363
N -4.434108 -1.840231 3.163896 1.052 0.299 -0.142
C -2.272625 0.197834 1.776993 -0.294 0.391 0.108
C -3.482759 0.622381 0.965607 0.433 -0.571 -0.638
C -3.710838 -0.096864 -0.373801 -0.778 0.727 -0.294
O -2.771240 0.246159 -1.391407 0.176 -0.391 0.214
C -0.879218 -0.020416 1.192729 -0.686 0.315 0.051
O -0.696012 -0.773061 0.273254 0.225 0.093 0.082
H 2.412669 -1.290929 4.321618 0.116 0.231 0.096
H 2.582013 0.395149 3.681227 0.219 -0.043 0.396
H 3.990170 -0.486739 4.446895 -0.395 0.158 0.186
H 3.872126 -2.142327 2.630455 -0.105 0.190 -0.260
H 4.321350 -0.586181 1.981248 -0.363 0.063 0.003
H 1.363671 -1.500561 2.058225 0.323 -0.337 -0.957
H 2.501473 -2.070576 0.812313 -0.643 0.049 0.155
H 3.060473 0.296507 0.184787 -0.180 -0.108 0.193
H 1.494997 -0.284552 -0.315567 0.137 -0.105 0.272
H 1.185538 1.790282 0.503305 0.266 0.235 0.164
H 0.285327 2.618532 5.259489 -0.377 0.011 -0.417
H -1.658469 4.944741 2.049608 -1.610 2.033 -1.940
H 1.844160 5.022946 1.946503 -0.208 0.594 -0.412
H -4.896757 0.473255 3.768050 0.727 0.402 0.609
H -3.702241 -0.815988 5.296650 0.262 0.831 -0.242
H -3.773734 -2.058830 2.422029 -0.268 -0.314 -0.051
H -3.348814 1.703353 0.758846 0.048 -0.278 0.096
H -4.403732 0.542241 1.551688 0.326 -0.088 0.069
H -3.798078 -1.185328 -0.263601 0.416 0.214 0.018
H -4.691176 0.247427 -0.743362 0.136 -0.169 0.280
H -2.255699 1.004091 -1.103506 -0.123 0.085 -0.109
F -2.144135 6.092019 1.228772 0.876 -1.591 1.185
Be 0.477593 -1.382256 3.310598 -1.160 -1.220 1.038
N 2.502283 -1.778219 -3.949969 0.498 -0.353 0.387
S 3.184939 -0.531669 -3.269323 -0.199 2.012 1.160
O 3.951047 0.314397 -4.128422 0.118 -0.917 -0.317
O 3.650342 -0.693133 -1.929204 0.121 -0.598 0.008
F 1.873217 0.355419 -3.040322 -0.340 -0.479 -0.237
S 3.548142 -2.876721 -4.388244 1.300 -1.642 -0.716
O 2.979090 -3.839671 -5.280342 -1.012 0.460 0.145
O 4.416299 -3.378513 -3.379680 -0.263 0.407 0.407
F 4.533441 -2.083051 -5.355316 -0.147 0.220 0.054
C -0.702745 -3.872226 -7.835856 0.573 0.456 -0.298
C -0.342008 -3.177799 -6.569657 -0.606 -0.674 0.033
O 0.540005 -2.315143 -6.550606 0.934 1.051 0.130
C -1.064003 -3.543805 -5.322498 0.474 0.553 0.337
H -0.088095 -3.495377 -8.651549 -0.031 -0.049 -0.013
H -0.527268 -4.943288 -7.728532 -0.171 -0.019 0.094
H -1.751927 -3.685840 -8.069453 -0.057 -0.153 0.134
H -0.903903 -4.600575 -5.104412 -0.129 -0.049 -0.130
H -2.129726 -3.342621 -5.443761 -0.027 -0.182 -0.100
H -0.685445 -2.951461 -4.490795 -0.013 -0.042 0.008
Na 3.457157 3.375337 3.493826 -0.055 -0.087 -0.013
N -6.020817 1.096569 6.319084 0.164 -0.008 0.153
O -6.549770 0.224432 5.585837 0.175 -0.137 -0.214
O -5.470570 2.091518 5.789979 0.172 -0.104 -0.162
O -6.022882 0.961697 7.550080 -0.046 0.028 -0.070
Be -0.943460 -3.492895 4.115931 -0.817 2.318 2.046
C 3.468561 4.024099 -5.766601 -0.156 0.028 0.063
Cl 2.814681 2.761065 -4.720050 -0.041 0.438 -0.214
Cl 4.554461 5.061031 -4.832694 -0.024 -0.036 -0.043
Cl 4.367957 3.275135 -7.095484 -0.016 0.007 0.030
Cl 2.146962 4.997848 -6.426118 0.064 -0.020 0.000
Br 1.804655 -0.934821 -6.585087 -0.874 -0.402 -0.771
Br -2.385308 -3.079538 6.311609 1.701 -0.816 -2.380
```
Forces are in eV/Å.

* HOMO: -6.36 eV
* total energy: -11198.284749 Eh